# C74H138N6O16

11 unconnected molecules or ions with the total composition C74H138N6O16 at a distorted geometry (ωB97M-V/def2-TZVPD, the Open Molecules 2025 dataset).

Bonds (Å) are listed after each position.
Element x y z (Å)
1 C 5.347 3.491 -3.803  C2 1.521, H12 1.122, H13 1.085, H14 1.142
2 C 4.601 2.278 -3.270  C1 1.521, C3 1.646, N7 1.625, C11 1.596
3 C 3.800 2.310 -1.833  C2 1.646, C4 1.692, H15 1.174, H16 1.111
4 C 2.395 3.205 -2.131  C3 1.692, C5 1.600, H17 1.074, H18 1.068
5 C 1.511 2.375 -3.174  C4 1.600, C6 1.465, H19 0.965, H20 1.133
6 C 2.203 2.134 -4.442  C5 1.465, N7 1.464, C9 1.596, C10 1.523
7 N 3.556 1.591 -4.307  C2 1.625, C6 1.464, O8 1.265
8 O 4.138 1.149 -5.339  N7 1.265
9 C 1.401 1.110 -5.366  C6 1.596, H21 1.077, H22 1.045, H23 1.102
10 C 2.147 3.399 -5.288  C6 1.523, H24 1.057, H25 1.051, H26 1.109
11 C 5.714 1.144 -3.129  C2 1.596, H27 1.070, H28 1.104, H29 1.072
12 H 4.644 4.354 -3.946  C1 1.122
13 H 5.881 3.376 -4.741  C1 1.085
14 H 6.006 4.001 -3.022  C1 1.142
15 H 3.516 1.220 -1.500  C3 1.174
16 H 4.093 3.051 -1.059  C3 1.111
17 H 2.734 4.178 -2.436  C4 1.074
18 H 1.813 3.238 -1.236  C4 1.068
19 H 0.747 2.940 -3.340  C5 0.965
20 H 1.255 1.389 -2.678  C5 1.133
21 H 1.384 0.103 -4.982  C9 1.077
22 H 0.486 1.518 -5.661  C9 1.045
23 H 2.070 1.139 -6.241  C9 1.102
24 H 2.370 4.348 -4.880  C10 1.057
25 H 2.844 3.272 -6.064  C10 1.051
26 H 1.294 3.571 -5.976  C10 1.109
27 H 6.756 1.370 -3.042  C11 1.070
28 H 5.666 0.681 -4.130  C11 1.104
29 H 5.411 0.474 -2.349  C11 1.072
30 C 6.440 1.980 6.275  C31 1.544, H41 1.071, H42 1.068, H43 1.056
31 C 5.636 1.620 5.007  C30 1.544, C32 1.512, N36 1.537, C40 1.577
32 C 4.323 0.953 5.353  C31 1.512, C33 1.509, H44 1.119, H45 1.076
33 C 3.257 0.958 4.287  C32 1.509, C34 1.525, H46 1.111, H47 1.061
34 C 2.939 2.449 4.249  C33 1.525, C35 1.526, H48 1.074, H49 1.083
35 C 4.106 3.247 3.674  C34 1.526, N36 1.515, C38 1.486, C39 1.620
36 N 5.273 3.063 4.623  C31 1.537, C35 1.515, O37 1.197
37 O 6.259 3.700 4.388  N36 1.197
38 C 4.420 3.141 2.225  C35 1.486, H50 1.067, H51 1.172, H52 1.049
39 C 3.791 4.776 4.109  C35 1.620, H53 1.061, H54 1.086, H55 1.108
40 C 6.522 1.010 3.854  C31 1.577, H56 1.120, H57 1.149, H58 1.150
41 H 5.961 1.706 7.193  C30 1.071
42 H 6.768 2.996 6.300  C30 1.068
43 H 7.274 1.335 6.309  C30 1.056
44 H 4.645 -0.101 5.548  C32 1.119
45 H 3.889 1.390 6.235  C32 1.076
46 H 2.298 0.615 4.733  C33 1.111
47 H 3.640 0.581 3.372  C33 1.061
48 H 2.851 2.917 5.212  C34 1.074
49 H 2.187 2.713 3.517  C34 1.083
50 H 3.568 2.648 1.814  C38 1.067
51 H 4.356 4.219 1.769  C38 1.172
52 H 5.387 2.884 1.908  C38 1.049
53 H 3.124 5.127 3.361  C39 1.061
54 H 3.432 4.995 5.110  C39 1.086
55 H 4.750 5.323 4.026  C39 1.108
56 H 7.342 1.756 3.699  C40 1.120
57 H 5.920 0.547 2.991  C40 1.149
58 H 7.112 0.077 4.176  C40 1.150
59 C -2.764 3.530 -5.172  C60 1.486, H70 1.168, H71 1.123, H72 1.038
60 C -3.430 2.629 -4.195  C59 1.486, C61 1.519, N65 1.528, C69 1.444
61 C -4.844 3.148 -4.002  C60 1.519, C62 1.512, H73 1.097, H74 1.104
62 C -5.804 2.251 -3.254  C61 1.512, C63 1.495, H75 1.086, H76 1.156
63 C -6.066 1.058 -4.115  C62 1.495, C64 1.608, H77 1.096, H78 1.100
64 C -4.662 0.342 -4.435  C63 1.608, N65 1.362, C67 1.482, C68 1.618
65 N -3.671 1.224 -4.745  C60 1.528, C64 1.362, O66 1.293
66 O -2.793 0.782 -5.583  N65 1.293
67 C -4.303 -0.374 -3.189  C64 1.482, H79 1.140, H80 1.042, H81 1.121
68 C -4.864 -0.739 -5.623  C64 1.618, H82 1.104, H83 1.137, H84 1.078
69 C -2.715 2.561 -2.942  C60 1.444, H85 1.076, H86 1.121, H87 1.052
70 H -2.013 2.907 -5.813  C59 1.168
71 H -2.164 4.421 -4.847  C59 1.123
72 H -3.375 3.943 -5.902  C59 1.038
73 H -4.724 4.110 -3.489  C61 1.097
74 H -5.215 3.424 -5.005  C61 1.104
75 H -6.714 2.764 -2.957  C62 1.086
76 H -5.323 1.874 -2.272  C62 1.156
77 H -6.628 1.555 -4.913  C63 1.096
78 H -6.780 0.283 -3.798  C63 1.100
79 H -3.262 -0.815 -3.335  C67 1.140
80 H -4.360 0.321 -2.414  C67 1.042
81 H -5.024 -1.228 -3.095  C67 1.121
82 H -4.977 -0.242 -6.602  C68 1.104
83 H -3.948 -1.407 -5.544  C68 1.137
84 H -5.690 -1.398 -5.410  C68 1.078
85 H -2.165 3.459 -2.718  C69 1.076
86 H -1.960 1.740 -3.051  C69 1.121
87 H -3.364 2.386 -2.132  C69 1.052
88 C -9.294 1.633 2.084  C89 1.564, H99 1.076, H100 1.081, H101 1.066
89 C -8.340 0.569 1.448  C88 1.564, C90 1.538, N94 1.516, C98 1.636
90 C -6.996 1.191 1.032  C89 1.538, C91 1.543, H102 1.092, H103 1.083
91 C -5.720 0.324 0.967  C90 1.543, C92 1.590, H104 1.112, H105 1.097
92 C -5.607 -0.258 2.442  C91 1.590, C93 1.535, H106 1.085, H107 1.109
93 C -6.782 -1.197 2.748  C92 1.535, N94 1.529, C96 1.564, C97 1.541
94 N -8.128 -0.521 2.480  C89 1.516, C93 1.529, O95 1.335
95 O -9.174 -1.271 2.834  N94 1.335
96 C -6.875 -2.509 1.902  C93 1.564, H108 1.076, H109 1.050, H110 1.057
97 C -6.762 -1.508 4.257  C93 1.541, H111 1.068, H112 1.154, H113 1.139
98 C -8.908 -0.271 0.164  C89 1.636, H114 1.122, H115 1.084, H116 1.173
99 H -9.212 2.016 3.086  C88 1.076
100 H -10.274 1.222 1.888  C88 1.081
101 H -9.301 2.554 1.547  C88 1.066
102 H -7.090 1.806 0.136  C90 1.092
103 H -6.718 1.863 1.834  C90 1.083
104 H -4.808 0.952 0.868  C91 1.112
105 H -5.783 -0.583 0.354  C91 1.097
106 H -5.558 0.635 3.057  C92 1.085
107 H -4.634 -0.750 2.643  C92 1.109
108 H -5.994 -3.124 1.965  C96 1.076
109 H -7.720 -3.030 2.244  C96 1.050
110 H -6.862 -2.336 0.859  C96 1.057
111 H -5.881 -2.003 4.605  C97 1.068
112 H -6.903 -0.519 4.835  C97 1.154
113 H -7.691 -2.141 4.441  C97 1.139
114 H -9.866 -0.797 0.420  C98 1.122
115 H -8.079 -0.760 -0.334  C98 1.084
116 H -9.264 0.489 -0.657  C98 1.173
117 C 6.642 -2.467 2.399  C118 1.651, H128 1.145, H129 1.079, H130 1.106
118 C 5.146 -3.060 2.030  C117 1.651, C119 1.571, N123 1.497, C127 1.395
119 C 4.281 -1.771 1.787  C118 1.571, C120 1.631, H131 1.101, H132 1.090
120 C 4.683 -1.263 0.290  C119 1.631, C121 1.601, H133 1.142, H134 1.101
121 C 4.584 -2.204 -1.000  C120 1.601, C122 1.561, H135 1.064, H136 1.121
122 C 5.440 -3.426 -0.540  C121 1.561, N123 1.492, C125 1.519, C126 1.575
123 N 5.329 -3.961 0.848  C118 1.497, C122 1.492, O124 1.165
124 O 4.936 -5.049 0.979  N123 1.165
125 C 5.139 -4.547 -1.520  C122 1.519, H137 1.063, H138 1.125, H139 1.125
126 C 6.954 -3.081 -0.803  C122 1.575, H140 1.147, H141 1.106, H142 1.079
127 C 4.744 -3.874 3.090  C118 1.395, H143 1.087, H144 1.099, H145 1.147
128 H 7.013 -1.439 2.058  C117 1.145
129 H 7.369 -3.225 2.151  C117 1.079
130 H 6.583 -2.476 3.503  C117 1.106
131 H 3.186 -1.844 1.875  C119 1.101
132 H 4.307 -0.971 2.527  C119 1.090
133 H 5.800 -1.500 0.285  C120 1.142
134 H 4.629 -0.165 0.224  C120 1.101
135 H 4.781 -1.848 -1.983  C121 1.064
136 H 3.511 -2.505 -1.126  C121 1.121
137 H 4.078 -4.510 -1.549  C125 1.063
138 H 5.566 -4.239 -2.514  C125 1.125
139 H 5.509 -5.605 -1.413  C125 1.125
140 H 7.702 -3.950 -0.853  C126 1.147
141 H 7.117 -2.621 -1.795  C126 1.106
142 H 7.475 -2.480 -0.073  C126 1.079
143 H 3.855 -4.482 2.947  C127 1.087
144 H 4.452 -3.229 3.930  C127 1.099
145 H 5.502 -4.709 3.299  C127 1.147
146 C -1.243 4.197 4.842  C147 1.625, H157 1.065, H158 1.082, H159 1.134
147 C -1.723 4.237 3.289  C146 1.625, C148 1.472, N152 1.454, C156 1.515
148 C -2.696 5.318 3.066  C147 1.472, C149 1.509, H160 1.192, H161 1.130
149 C -3.108 5.705 1.667  C148 1.509, C150 1.572, H162 1.137, H163 1.109
150 C -1.812 6.240 0.954  C149 1.572, C151 1.540, H164 1.118, H165 1.121
151 C -0.671 5.207 0.900  C150 1.540, N152 1.604, C154 1.467, C155 1.529
152 N -0.654 4.501 2.340  C147 1.454, C151 1.604, O153 1.279
153 O 0.490 4.003 2.622  N152 1.279
154 C -0.924 4.057 0.025  C151 1.467, H166 1.161, H167 1.079, H168 1.126
155 C 0.700 5.795 0.564  C151 1.529, H169 1.084, H170 1.133, H171 1.110
156 C -2.255 2.874 2.893  C147 1.515, H172 1.119, H173 1.129, H174 1.089
157 H -0.382 4.648 5.276  C146 1.065
158 H -1.308 3.143 5.076  C146 1.082
159 H -2.162 4.509 5.429  C146 1.134
160 H -3.667 5.071 3.710  C148 1.192
161 H -2.191 6.223 3.517  C148 1.130
162 H -3.858 6.560 1.672  C149 1.137
163 H -3.661 4.934 1.093  C149 1.109
164 H -1.378 7.177 1.382  C150 1.118
165 H -2.244 6.451 -0.059  C150 1.121
166 H -0.035 3.379 0.340  C154 1.161
167 H -1.780 3.541 0.430  C154 1.079
168 H -0.663 4.381 -1.022  C154 1.126
169 H 0.695 6.598 -0.163  C155 1.084
170 H 1.558 5.939 1.290  C155 1.133
171 H 1.196 4.991 -0.019  C155 1.110
172 H -3.059 3.029 2.131  C156 1.119
173 H -2.644 2.293 3.780  C156 1.129
174 H -1.466 2.281 2.432  C156 1.089
175 O 0.604 -2.558 4.234  C176 1.184
176 C -0.428 -3.034 3.903  O175 1.184, O177 1.351, C180 1.522
177 O -1.549 -2.282 3.971  C176 1.351, C178 1.492
178 C -2.750 -3.119 3.677  O177 1.492, C179 1.555, H181 1.067, H182 1.089
179 C -2.258 -4.579 3.889  C178 1.555, C180 1.513, H183 1.138, H184 1.074
180 C -0.786 -4.473 3.555  C176 1.522, C179 1.513, H185 1.082, H186 1.066
181 H -3.106 -3.043 2.675  C178 1.067
182 H -3.535 -2.824 4.371  C178 1.089
183 H -2.831 -5.207 3.133  C179 1.138
184 H -2.387 -5.005 4.867  C179 1.074
185 H -0.537 -4.586 2.508  C180 1.082
186 H -0.105 -5.053 4.136  C180 1.066
187 O 0.995 -1.778 -2.579  C188 1.270
188 C 1.679 -2.007 -3.625  O187 1.270, O189 1.277, C192 1.494
189 O 2.789 -1.432 -3.881  C188 1.277, C190 1.493
190 C 3.354 -1.860 -5.195  O189 1.493, C191 1.523, H193 1.143, H194 1.134
191 C 2.488 -3.020 -5.666  C190 1.523, C192 1.577, H195 1.104, H196 1.085
192 C 1.249 -2.961 -4.691  C188 1.494, C191 1.577, H197 1.103, H198 1.067
193 H 4.495 -1.859 -5.130  C190 1.143
194 H 3.153 -0.893 -5.752  C190 1.134
195 H 2.971 -4.012 -5.664  C191 1.104
196 H 2.309 -2.842 -6.722  C191 1.085
197 H 1.078 -3.947 -4.226  C192 1.103
198 H 0.352 -2.703 -5.208  C192 1.067
199 O -3.746 -3.996 0.785  C200 1.209
200 C -3.131 -4.128 -0.247  O199 1.209, O201 1.363, C204 1.510
201 O -3.121 -3.111 -1.154  C200 1.363, C202 1.468
202 C -2.357 -3.603 -2.307  O201 1.468, C203 1.548, H205 1.091, H206 1.014
203 C -2.186 -5.136 -2.178  C202 1.548, C204 1.538, H207 1.087, H208 1.119
204 C -2.151 -5.207 -0.642  C200 1.510, C203 1.538, H209 1.131, H210 1.060
205 H -1.485 -2.951 -2.240  C202 1.091
206 H -2.863 -3.336 -3.145  C202 1.014
207 H -1.241 -5.504 -2.569  C203 1.087
208 H -3.034 -5.691 -2.651  C203 1.119
209 H -1.118 -5.011 -0.224  C204 1.131
210 H -2.438 -6.179 -0.332  C204 1.060
211 O 0.879 -6.224 -2.448  C212 1.212
212 C 1.023 -6.887 -1.444  O211 1.212, O213 1.380, C216 1.492
213 O 1.604 -6.310 -0.333  C212 1.380, C214 1.470
214 C 1.470 -7.291 0.753  O213 1.470, C215 1.517, H217 1.094, H218 1.082
215 C 1.151 -8.643 0.145  C214 1.517, C216 1.533, H219 1.081, H220 1.104
216 C 0.447 -8.233 -1.154  C212 1.492, C215 1.533, H221 1.092, H222 1.124
217 H 0.613 -6.905 1.314  C214 1.094
218 H 2.356 -7.312 1.373  C214 1.082
219 H 0.484 -9.287 0.700  C215 1.081
220 H 2.049 -9.191 -0.192  C215 1.104
221 H -0.619 -8.003 -1.105  C216 1.092
222 H 0.677 -8.891 -2.036  C216 1.124
223 O -0.609 -2.738 0.930  C224 1.204
224 C -0.392 -1.585 0.661  O223 1.204, O225 1.459, C228 1.498
225 O -1.357 -0.780 -0.082  C224 1.459, C226 1.350
226 C -0.912 0.441 -0.447  O225 1.350, C227 1.523, H229 1.088, H230 1.090
227 C 0.149 0.855 0.565  C226 1.523, C228 1.639, H231 1.076, H232 1.078
228 C 0.699 -0.622 1.016  C224 1.498, C227 1.639, H233 1.137, H234 1.125
229 H -1.769 1.105 -0.539  C226 1.088
230 H -0.514 0.478 -1.461  C226 1.090
231 H -0.146 1.397 1.446  C227 1.076
232 H 1.047 1.306 0.177  C227 1.078
233 H 0.984 -0.788 2.104  C228 1.137
234 H 1.516 -0.963 0.322  C228 1.125

net charge: 0
DFT total energy: -120654.3366 eV
2S+1: 7
maximum force: 8.77 eV/A